DFT (ωB97M-V with the def2-TZVPD basis set) results for 3 unconnected molecules or ions with the total composition C25H51FN3O7 at a distorted geometry.

Geometry as XYZ:
```
87
Properties=species:S:1:pos:R:3:mulliken_charge:R:1
C -1.033 -3.481 0.642 -0.550
O -5.483 0.435 -2.267 -0.557
H 5.085 3.201 -4.281 0.422
H -3.872 -0.086 1.301 0.312
C -4.607 -8.549 0.897 -1.019
C 2.545 2.250 -0.583 -0.588
N -0.607 -1.063 0.402 0.580
C -3.092 -0.153 -2.315 -0.497
C -4.355 0.622 -1.714 0.445
H 1.994 0.040 -0.156 0.217
H 4.645 5.375 -5.427 0.320
H -2.247 0.631 -2.438 0.299
H 4.289 7.885 -2.749 0.363
H -5.174 2.023 -0.579 0.358
C -3.431 -7.791 0.305 -0.366
H -3.413 -0.611 -3.323 0.406
H -3.795 -6.892 2.867 0.348
C -2.927 -6.529 2.308 -0.259
H 6.242 6.770 -4.829 0.271
H -2.517 -8.392 0.338 0.316
H 0.973 6.579 -0.279 0.271
N 1.746 5.901 -0.451 -0.662
O -4.313 1.527 -0.620 -0.412
H 0.176 1.342 3.724 0.294
H -0.809 -6.921 2.132 0.265
H 3.161 4.629 -4.873 0.339
O -2.044 3.012 3.853 -0.461
H 1.520 -3.549 2.609 0.328
H 2.380 -1.925 2.451 0.217
H 0.646 4.024 -0.695 0.182
H -4.450 -8.786 1.951 0.265
H -0.021 -0.842 -0.445 0.985
H -1.484 -7.247 3.743 0.398
H -1.960 1.206 2.044 0.367
H -2.784 -5.486 2.602 0.274
C 0.382 1.347 0.725 0.062
H -0.471 -4.395 1.085 0.219
H 0.687 -0.374 2.088 0.203
H -2.051 0.395 -0.143 0.213
O 3.703 6.261 -3.807 -0.419
H -3.650 -1.915 1.227 0.429
H 0.710 4.638 1.048 0.270
H -2.086 -3.528 1.121 0.013
C -2.570 -1.351 -1.349 -0.603
H 4.276 3.796 -2.814 0.114
C -3.075 -0.923 1.291 -0.805
H -1.769 -8.371 2.412 0.303
H 1.835 5.818 -1.485 0.203
N -0.242 -2.273 0.960 -0.323
H -0.651 -0.054 4.672 0.404
C 1.339 4.544 0.081 -0.350
C 4.760 7.041 -3.256 -0.237
H 3.095 -3.492 1.610 0.351
C 2.149 -2.891 1.886 -0.928
C -1.836 1.926 4.458 0.482
C 1.181 -2.661 0.604 0.634
H 2.503 1.070 1.383 0.262
H 5.194 8.170 -5.046 0.294
C -2.015 -0.749 0.074 -0.320
C 5.727 7.575 -4.300 -1.137
C -0.184 0.004 1.421 -0.135
O 1.582 -2.840 -0.571 -0.509
H 3.630 4.133 0.222 0.414
H 3.596 1.917 -0.945 0.276
H 0.235 2.293 1.381 0.128
C 4.859 4.093 -3.691 -0.872
C -1.386 0.300 2.498 -0.549
H -1.803 -2.038 -1.852 0.399
H 6.486 8.203 -3.827 0.402
C 1.946 1.079 0.364 -0.597
F -2.512 1.698 5.690 -0.244
O -3.208 -6.522 0.913 -0.352
H -0.200 1.573 -0.254 -0.060
H 5.805 4.503 -3.331 0.281
H -4.760 -9.489 0.362 0.388
C -1.677 -7.314 2.669 -1.120
C 4.085 5.098 -4.528 -0.384
C -0.823 0.787 3.918 -0.398
H 5.287 6.471 -2.485 0.264
C 2.617 3.590 0.340 -0.562
H -1.059 -3.652 -0.497 0.308
H -5.521 -7.952 0.827 0.289
H -3.515 -1.953 -1.058 0.287
O -2.356 -0.781 2.573 -0.445
H 2.545 3.243 1.446 0.288
H -3.634 -7.596 -0.750 0.302
H 1.856 2.402 -1.505 0.394
```

Results
**Total charge**: +1
**HOMO-LUMO gap**: 8.25 eV
**Highest occupied orbital energy**: -0.4155 Eh
**Spin multiplicity**: 1
**Strongest force on any atom**: 6.32 eV/A
**Total energy**: -48259.1095 eV



DFT (ωB97M-V with the def2-TZVPD basis set) results for 7 unconnected molecules or ions with the total composition C25H51O19 at a distorted geometry.

Geometry as XYZ:
```
95
Properties=species:S:1:pos:R:3:mulliken_charge:R:1
H 0.140 -1.539 0.134 0.142
H -5.790 -4.549 6.099 0.277
H -4.865 9.380 1.129 0.335
C 3.570 -4.685 -7.278 -1.068
O -1.294 6.846 -4.800 -0.325
C 1.120 -1.109 0.339 -0.526
H 4.349 -4.549 -8.028 0.280
C -1.637 7.297 2.470 0.823
C -4.070 -5.855 4.897 0.747
H 1.863 -1.819 -0.024 0.148
O 1.244 -0.618 1.644 -0.903
H 2.306 -6.216 -12.752 0.284
C 0.616 6.693 1.843 -0.665
H -10.155 1.715 3.915 0.273
H -5.863 1.085 0.111 0.305
O -7.770 2.847 2.776 -0.273
H -1.568 -5.819 4.051 0.344
C -9.662 2.616 4.280 -1.045
H 1.009 4.619 -5.619 0.355
O 10.577 -5.913 2.900 -0.308
C 12.825 -5.819 5.588 -0.289
O -5.382 -6.068 4.692 -0.279
H 13.162 -7.866 5.822 0.297
H 0.499 5.137 -3.904 0.298
O -6.642 2.813 0.962 -0.304
H -0.607 5.938 -6.655 0.327
H -7.807 1.552 4.322 0.344
O -5.962 1.503 2.770 -0.567
C -1.005 10.035 -3.525 -0.652
H -5.912 2.520 -0.928 0.223
C 2.666 -5.312 -10.278 0.657
O 2.199 -5.523 -8.959 -0.277
H 3.697 -3.959 -6.475 0.367
H 14.622 -7.049 5.056 0.301
C -1.033 8.097 -4.903 0.769
C -6.703 2.313 2.215 0.753
O 10.894 -4.229 4.450 -0.588
C -3.695 8.258 2.797 -0.212
C 9.510 -5.252 2.217 -0.629
O -0.414 8.676 -5.827 -0.622
H -1.403 -7.250 4.928 0.272
H -1.350 4.883 -5.606 0.320
O -1.492 8.708 -3.805 -0.284
C 13.795 -6.980 5.763 -1.107
H -5.830 8.684 2.254 0.380
H -5.046 7.705 1.149 0.308
H 1.238 -0.265 -0.340 0.140
H 9.133 -5.937 1.457 0.232
H -1.305 10.321 -2.516 0.241
O -0.461 7.565 1.867 -0.334
H 12.113 -5.762 6.411 0.298
H -9.925 3.585 3.855 0.303
H -6.619 -4.388 4.586 0.300
H 9.808 -4.319 1.739 0.289
O 2.928 -6.548 -10.885 -0.288
H 13.253 -4.828 5.438 0.346
H 4.075 -6.102 -12.498 0.284
O -3.380 -6.833 4.189 -0.325
C -7.366 -5.841 5.985 -1.177
C -8.128 2.558 4.049 -0.369
O 2.893 -4.247 -10.905 -0.555
H 14.234 -6.821 6.748 0.367
H -6.995 -6.571 6.705 0.315
H -1.239 10.815 -4.249 0.277
C -4.840 8.539 1.821 -1.230
H 0.980 6.907 0.838 0.239
O -1.879 6.204 3.050 -0.618
H -3.657 8.984 3.609 0.300
H 1.362 6.730 2.637 0.257
H -1.739 -7.294 3.131 0.246
H 3.707 -5.687 -6.872 0.289
H 0.084 9.983 -3.527 0.299
C 2.300 -4.438 -8.124 -0.166
C 0.643 5.400 -4.952 -0.986
C -5.746 2.168 0.091 -0.642
O -2.427 8.254 2.223 -0.262
C -1.966 -6.834 4.092 -0.665
H 0.243 5.671 1.787 0.365
H -3.976 7.328 3.292 0.316
H 3.385 -7.649 -12.483 0.230
H -9.840 2.641 5.355 0.334
H 1.477 -4.443 -7.409 0.285
C 3.160 -6.618 -12.207 -0.621
O -3.572 -4.941 5.519 -0.543
H -8.060 -5.247 6.580 0.371
H -7.509 3.122 4.746 0.358
H -7.911 -6.396 5.221 0.270
H 2.300 -3.435 -8.552 0.298
H 1.311 6.251 -5.089 0.284
C -0.705 5.761 -5.584 -0.300
C 11.110 -5.376 4.007 0.713
H 8.677 -4.981 2.865 0.308
H -4.712 2.372 0.371 0.307
O 12.073 -6.168 4.435 -0.232
C -6.240 -5.127 5.292 -0.154
```

Results
**Total charge**: -1
**HOMO-LUMO gap**: 3.47 eV
**Highest occupied orbital energy**: -0.0562 Eh
**Spin multiplicity**: 1
**Strongest force on any atom**: 6.79 eV/A
**Total energy**: -65650.4035 eV



DFT (ωB97M-V with the def2-TZVPD basis set) results for 6 unconnected molecules or ions with the total composition C25H52Cl2N7O5 at a distorted geometry.

Geometry as XYZ:
```
91
Properties=species:S:1:pos:R:3:mulliken_charge:R:1
C 1.128 0.354 6.921 0.097
C 0.783 -1.462 -0.316 0.050
N -4.714 3.914 1.122 0.125
H -0.320 -4.817 -9.885 0.304
C 1.190 -2.253 -2.701 0.333
H -5.594 5.624 1.946 0.291
H 1.805 -0.359 -1.848 0.241
O 0.456 -6.391 -6.554 -0.583
H -2.397 -0.640 1.086 0.212
C -0.690 3.264 -2.914 -0.779
C 0.206 -5.891 -7.634 0.101
H 0.743 -3.723 -6.139 0.277
H -1.057 0.601 9.180 0.346
H -5.818 5.434 0.199 0.334
C 3.584 0.114 1.609 -0.760
C -0.194 -0.449 3.077 -1.035
H -1.652 -2.470 3.991 0.376
C -0.310 -1.487 7.492 -0.772
H 0.254 2.708 -5.480 0.298
H 2.968 -3.421 -3.181 0.479
H -3.949 4.009 -0.818 0.428
H 1.543 1.315 7.260 0.305
H 0.214 -1.026 3.897 0.611
N -0.140 -4.602 -7.814 0.144
H -4.241 5.935 0.844 0.342
O -0.090 5.922 -2.767 -0.576
H -0.386 3.374 -1.871 0.273
H -0.510 -2.743 -6.931 0.408
H 3.638 0.274 2.683 0.476
O -4.617 2.012 2.357 -0.609
H 2.933 -2.762 -1.513 0.299
C 0.232 -1.048 1.786 -1.064
C -1.743 -0.450 3.143 0.726
N 0.400 -0.477 0.603 0.823
H 0.246 -6.467 -8.574 0.266
N 0.306 -0.211 7.815 0.116
N 0.270 3.925 -3.777 0.150
H 0.262 -3.232 -9.344 0.318
N 4.713 0.716 0.935 0.171
H -3.064 2.933 0.286 0.111
H 2.672 0.558 1.210 0.140
H -0.943 -1.807 8.315 0.386
H -4.634 2.433 -0.357 0.311
H -1.673 3.724 -3.033 0.345
H 0.548 1.352 9.186 0.297
C -0.428 -4.049 -9.122 -0.904
C -4.052 3.289 -0.011 -0.847
C -2.367 0.125 1.862 -1.448
H 1.926 -4.114 -1.948 0.304
H 0.416 -3.033 2.418 0.284
C 0.833 -2.628 0.366 -0.812
H -3.293 -1.869 3.690 0.413
H 0.141 0.584 3.131 0.189
H -2.318 -2.387 2.351 0.396
H 5.625 1.060 -0.869 0.285
Cl 1.543 -1.554 -4.318 -0.225
H -1.450 -3.666 -9.150 0.321
C 4.749 0.588 -0.400 0.016
H 0.321 -0.250 9.908 0.340
C -5.115 5.307 1.023 -0.917
C 0.475 5.246 -3.603 0.097
C 1.008 -1.087 -1.739 0.043
C -2.276 -1.885 3.315 -1.677
C -4.934 3.184 2.224 0.117
H -2.094 0.115 4.002 0.567
C -0.223 -3.750 -6.641 -0.938
Cl -0.518 -0.211 -2.214 -0.192
C 0.013 0.410 9.096 -0.934
H 5.286 2.250 2.238 0.336
H 1.219 5.667 -4.300 0.273
H -1.749 0.946 1.496 0.119
H -0.913 -1.390 6.587 0.112
H -3.391 0.455 2.027 0.662
C 0.969 3.152 -4.785 -0.800
H 0.263 0.508 0.448 0.370
H -0.747 2.209 -3.165 0.173
H 1.648 3.794 -5.342 0.300
O 3.889 0.008 -1.050 -0.621
H 3.564 -0.958 1.397 0.216
H 6.499 1.801 1.027 0.301
C 5.733 1.416 1.696 -0.913
H 0.460 -2.238 7.311 0.298
H 0.247 -2.779 -2.784 0.487
H 6.198 0.735 2.410 0.329
H 1.089 -3.589 -0.027 0.528
N 0.487 -2.351 1.684 0.405
C 2.352 -3.187 -2.328 -1.399
H 1.546 2.353 -4.313 0.247
H -5.441 3.747 3.023 0.259
O 1.410 -0.126 5.832 -0.583
H -0.960 -4.155 -5.946 0.291
```

Results
**Total charge**: +1
**HOMO-LUMO gap**: 8.48 eV
**Highest occupied orbital energy**: -0.3922 Eh
**Spin multiplicity**: 1
**Strongest force on any atom**: 1.55 eV/A
**Total energy**: -72477.1421 eV